(1)
C38H36BBrN2O5PdS as an isolated structure. Source: the OMol25 dataset; level of theory: ωB97M-V/def2-TZVPD.

Summary:
HOMO level: -7.59 eV
ΔE to the lowest compared entry with this formula, charge and spin: 51.8 kJ/mol

CARTESIAN COORDINATES (ANGSTROEM)
Pd: -0.2619 -0.3614 0.1630
O: 0.4306 -1.2336 -2.7459
C: 1.7001 -1.6303 -3.0523
C: 1.9947 -2.1696 -4.2979
C: 3.2879 -2.5714 -4.6042
C: 4.2942 -2.4404 -3.6645
C: 3.9903 -1.9007 -2.4194
C: 2.7083 -1.4900 -2.0902
C: 2.4263 -0.9287 -0.7035
O: 1.5015 -1.6018 0.0011
N: 1.9891 0.5127 -0.8925
N: 1.3349 0.9578 0.2067
C: 1.4818 2.1463 0.6592
C: 0.8609 2.5991 1.8889
Br: -0.2433 1.3282 2.8073
C: 1.0056 3.7926 2.4799
C: 1.9194 4.8891 2.1359
C: 1.5390 6.1846 2.5030
C: 2.3408 7.2769 2.2235
C: 3.5592 7.0991 1.5834
C: 3.9718 5.8172 1.2501
C: 3.1668 4.7244 1.5268
H: -0.1277 -1.3290 -3.5255
H: 1.2053 -2.2711 -5.0364
H: 3.5031 -2.9886 -5.5796
H: 5.3043 -2.7536 -3.8924
H: 4.7667 -1.7980 -1.6696
H: 3.3936 -0.8774 -0.1624
H: 2.7054 1.1423 -1.2493
H: 2.1007 2.8559 0.1150
H: 0.3598 3.9879 3.3271
H: 0.5905 6.3255 3.0076
H: 2.0164 8.2686 2.5105
H: 4.1902 7.9504 1.3652
H: 4.9366 5.6643 0.7839
H: 3.5426 3.7323 1.3199
C: -8.1999 2.8893 2.5630
C: -7.6060 2.7606 1.1527
C: -7.3223 4.1706 0.6267
C: -8.6344 2.0924 0.2278
C: -6.3424 1.8964 1.1793
C: -6.3467 0.6937 1.8917
C: -5.2467 -0.1597 1.9354
C: -4.1279 0.2314 1.2365
O: -2.9193 -0.3953 1.1080
B: -2.1266 0.4424 0.2845
O: -2.8874 1.5516 -0.0873
C: -4.1104 1.4118 0.5162
C: -5.1943 2.2593 0.4687
H: -8.9897 3.6430 2.5685
H: -7.4341 3.1904 3.2797
H: -8.6404 1.9539 2.9087
H: -8.2276 4.7752 0.7001
H: -7.0222 4.1570 -0.4220
H: -6.5383 4.6599 1.2077
H: -9.5614 2.6708 0.2001
H: -8.8681 1.0833 0.5704
H: -8.2423 2.0224 -0.7886
H: -7.2374 0.4013 2.4321
H: -5.2627 -1.0846 2.4961
H: -5.1361 3.1755 -0.1007
O: -1.2485 -2.2578 0.0015
S: -0.5896 -3.2854 -0.8860
C: -1.8215 -3.5513 -2.1805
C: -3.0568 -2.9388 -2.0538
C: -4.0007 -3.1112 -3.0572
C: -3.7014 -3.8857 -4.1698
C: -2.4545 -4.4867 -4.2879
C: -1.5038 -4.3147 -3.2932
C: -0.8781 -4.8239 -0.0025
C: -0.1956 -5.9658 -0.3887
C: -0.4225 -7.1485 0.2983
C: -1.3092 -7.1715 1.3664
C: -1.9702 -6.0134 1.7536
C: -1.7554 -4.8265 1.0686
H: -3.2634 -2.3366 -1.1776
H: -4.9706 -2.6397 -2.9684
H: -4.4391 -4.0169 -4.9507
H: -2.2214 -5.0859 -5.1584
H: -0.5241 -4.7692 -3.3872
H: 0.5130 -5.9289 -1.2077
H: 0.1016 -8.0494 0.0079
H: -1.4755 -8.0943 1.9067
H: -2.6523 -6.0356 2.5934
H: -2.2429 -3.9041 1.3568

***

(2)
C38H36BN3O2PSSbV as an isolated structure. Source: the OMol25 dataset; level of theory: ωB97M-V/def2-TZVPD.

Summary:
HOMO level: -16.94 eV
net charge: +3
ΔE to the lowest compared entry with this formula, charge and spin: 1.9 kJ/mol

CARTESIAN COORDINATES (ANGSTROEM)
V: -0.5083 -0.4731 1.1112
N: -0.6161 -2.4053 4.2118
N: -1.8275 -2.8546 3.6801
C: -2.3936 -2.3090 2.5989
O: -3.3553 -2.6081 1.9855
O: -1.6220 -1.1495 2.1534
H: 0.0357 -3.1807 4.2550
H: -0.7689 -2.0507 5.1496
H: -2.3247 -3.6400 4.0824
C: -4.0833 4.0761 2.4820
C: -2.8675 4.7380 2.3600
C: -1.7017 4.0159 2.1737
C: -1.7640 2.6172 2.1306
C: -2.9863 1.9511 2.2520
C: -4.1450 2.6886 2.4242
P: -0.2149 1.7586 2.0060
C: 0.4169 1.1932 3.5707
C: -0.3910 1.3473 4.7064
C: 0.0771 0.9215 5.9366
C: 1.3313 0.3282 6.0375
C: 2.1269 0.1527 4.9095
C: 1.6748 0.5785 3.6751
C: 0.9583 2.6658 1.0250
C: 0.5435 3.1136 -0.2361
C: 1.3711 3.9388 -0.9725
C: 2.6109 4.3153 -0.4608
C: 3.0222 3.8753 0.7897
C: 2.1983 3.0539 1.5433
H: -4.9916 4.6471 2.6210
H: -2.8282 5.8175 2.4080
H: -0.7559 4.5338 2.0715
H: -3.0453 0.8706 2.2197
H: -5.0965 2.1830 2.5146
H: -1.3578 1.8287 4.6313
H: -0.5258 1.0711 6.8222
H: 1.6974 0.0103 7.0053
H: 3.1036 -0.3038 4.9969
H: 2.3062 0.4499 2.8053
H: -0.4368 2.8479 -0.6176
H: 1.0461 4.3116 -1.9350
H: 3.2502 4.9744 -1.0340
H: 3.9740 4.1933 1.1928
H: 2.5045 2.7584 2.5366
B: 3.7243 -1.9995 0.9203
C: 2.2858 -1.5818 0.9176
N: 1.1588 -1.2245 0.9912
H: 4.0521 -2.2455 -0.2109
H: 3.7707 -2.9367 1.6784
H: 4.2699 -1.0058 1.3602
S: -1.3334 -0.2464 -0.7842
Sb: -0.3197 -1.4142 -2.8070
C: 1.7132 -1.0190 -2.7297
C: 2.6458 -1.9696 -3.1419
C: 3.9858 -1.6150 -3.1848
C: 4.3802 -0.3379 -2.8114
C: 3.4418 0.6017 -2.3972
C: 2.0979 0.2712 -2.3618
C: -0.9785 -3.3456 -2.4836
C: -0.1162 -4.2723 -1.8953
C: -0.5542 -5.5771 -1.7366
C: -1.8317 -5.9367 -2.1491
C: -2.6866 -5.0012 -2.7219
C: -2.2650 -3.6949 -2.8993
C: -1.2465 -0.2741 -4.2610
C: -0.4133 0.3003 -5.2217
C: -0.9932 1.0029 -6.2678
C: -2.3733 1.1316 -6.3366
C: -3.1928 0.5649 -5.3646
C: -2.6357 -0.1465 -4.3173
H: 2.3498 -2.9672 -3.4448
H: 4.7205 -2.3395 -3.5084
H: 5.4279 -0.0706 -2.8463
H: 3.7583 1.5964 -2.1136
H: 1.3685 1.0108 -2.0518
H: 0.8781 -3.9955 -1.5620
H: 0.1046 -6.3145 -1.2986
H: -2.1637 -6.9593 -2.0288
H: -3.6774 -5.2938 -3.0415
H: -2.9276 -2.9788 -3.3676
H: 0.6644 0.1996 -5.1709
H: -0.3658 1.4467 -7.0285
H: -2.8187 1.6813 -7.1549
H: -4.2665 0.6771 -5.4272
H: -3.2796 -0.5733 -3.5583

***

(3)
C38H36BN3O2PSSbV as an isolated structure. Source: the OMol25 dataset; level of theory: ωB97M-V/def2-TZVPD.

Summary:
HOMO level: -16.59 eV
net charge: +3
ΔE to the lowest compared entry with this formula, charge and spin: 40.8 kJ/mol

CARTESIAN COORDINATES (ANGSTROEM)
V: -1.1685 0.6598 1.0023
N: -1.0505 0.3285 3.7341
N: -2.1551 -0.5095 3.9214
C: -2.9263 -0.9019 2.8939
O: -3.8831 -1.5743 2.8009
O: -2.3772 -0.3050 1.6735
H: -0.2175 -0.1230 4.1005
H: -1.1994 1.2030 4.2326
H: -2.4246 -0.8257 4.8450
C: -0.4232 3.5637 -4.1896
C: -1.4933 2.7476 -4.5378
C: -2.0375 1.8835 -3.6059
C: -1.4901 1.8269 -2.3190
C: -0.4223 2.6494 -1.9672
C: 0.1102 3.5171 -2.9087
P: -2.3289 0.7830 -1.1449
C: -2.2635 -0.9487 -1.5899
C: -1.3756 -1.3513 -2.5952
C: -1.3270 -2.6810 -2.9764
C: -2.1464 -3.6141 -2.3506
C: -3.0078 -3.2248 -1.3319
C: -3.0679 -1.8980 -0.9441
C: -3.9705 1.3770 -0.8149
C: -4.1176 2.6924 -0.3555
C: -5.3823 3.2162 -0.1725
C: -6.5020 2.4405 -0.4574
C: -6.3593 1.1430 -0.9328
C: -5.0972 0.6020 -1.1112
H: -0.0126 4.2483 -4.9192
H: -1.9128 2.7963 -5.5333
H: -2.8870 1.2680 -3.8801
H: -0.0065 2.6356 -0.9667
H: 0.9311 4.1656 -2.6362
H: -0.7553 -0.6223 -3.1014
H: -0.6722 -2.9854 -3.7825
H: -2.1249 -4.6486 -2.6683
H: -3.6443 -3.9546 -0.8505
H: -3.7439 -1.6084 -0.1504
H: -3.2505 3.3163 -0.1644
H: -5.4996 4.2312 0.1813
H: -7.4912 2.8553 -0.3182
H: -7.2334 0.5540 -1.1736
H: -5.0028 -0.4000 -1.5041
B: -1.5193 4.8141 2.5868
C: -1.3084 3.4781 1.9521
N: -1.1358 2.4192 1.4411
H: -1.3307 5.5903 1.6865
H: -0.6321 4.8240 3.4125
H: -2.6223 4.7900 3.0596
S: 0.7177 -0.0285 0.4111
Sb: 2.9089 -1.2461 0.7371
C: 3.5730 -0.4833 2.5389
C: 3.7349 -1.2731 3.6790
C: 4.2293 -0.6961 4.8369
C: 4.5417 0.6571 4.8625
C: 4.3602 1.4484 3.7336
C: 3.8795 0.8830 2.5662
C: 2.2813 -3.2151 0.5722
C: 2.8999 -4.2205 1.3157
C: 2.5271 -5.5403 1.1134
C: 1.5472 -5.8504 0.1818
C: 0.9319 -4.8453 -0.5557
C: 1.2960 -3.5247 -0.3678
C: 3.9103 -0.4500 -0.8807
C: 5.1228 0.2008 -0.6414
C: 5.8581 0.6716 -1.7187
C: 5.3814 0.5003 -3.0096
C: 4.1717 -0.1478 -3.2419
C: 3.4316 -0.6312 -2.1800
H: 3.4827 -2.3271 3.6818
H: 4.3741 -1.3032 5.7197
H: 4.9305 1.0999 5.7697
H: 4.6033 2.5016 3.7642
H: 3.7536 1.5039 1.6852
H: 3.6863 -4.0017 2.0293
H: 3.0074 -6.3256 1.6803
H: 1.2626 -6.8823 0.0264
H: 0.1692 -5.0963 -1.2801
H: 0.7969 -2.7500 -0.9424
H: 5.5066 0.3298 0.3633
H: 6.8037 1.1672 -1.5484
H: 5.9599 0.8673 -3.8466
H: 3.8186 -0.2835 -4.2548
H: 2.4994 -1.1526 -2.3695

***

(4)
C38H36CdN3OSTe as an isolated structure. Source: the OMol25 dataset; level of theory: ωB97M-V/def2-TZVPD.

Summary:
HOMO level (spin up / spin down): -7.37 / -7.87 eV
2S+1: 2
ΔE to the lowest compared entry with this formula, charge and spin: 0.0 kJ/mol

CARTESIAN COORDINATES (ANGSTROEM)
Cd: 0.4486 -0.6651 0.4935
N: -0.9560 1.5073 0.3265
C: -1.0949 1.8140 1.6983
C: -2.3658 1.8672 2.2648
C: -2.5376 2.1871 3.6009
C: -1.4341 2.4705 4.3889
C: -0.1646 2.3891 3.8378
C: 0.0346 2.0536 2.5001
C: 1.4239 1.9485 1.9700
C: 2.3415 2.9576 2.2715
C: 3.6607 2.8607 1.8572
C: 4.0769 1.7359 1.1608
C: 3.1590 0.7400 0.8482
C: 1.8192 0.8269 1.2295
H: -1.8174 1.6126 -0.1896
H: -0.1925 1.9998 -0.1171
H: -3.2306 1.6587 1.6428
H: -3.5343 2.2280 4.0210
H: -1.5582 2.7536 5.4260
H: 0.7030 2.5808 4.4565
H: 2.0078 3.8319 2.8193
H: 4.3586 3.6588 2.0780
H: 5.1100 1.6427 0.8477
H: 3.4980 -0.1251 0.2867
S: -0.4585 -4.7142 2.9478
C: -1.9939 -4.0527 2.5658
C: -1.8530 -2.7762 2.1319
N: -0.5626 -2.3199 2.1010
C: 0.2728 -3.2301 2.4985
H: -2.8977 -4.6284 2.6703
H: -2.6588 -2.1233 1.8337
H: 1.3430 -3.0901 2.5377
C: -6.1096 0.0227 -7.6527
C: -5.0702 -0.1332 -6.5757
C: -4.5483 0.9734 -5.9198
C: -3.5857 0.8472 -4.9233
C: -3.0422 2.1018 -4.2800
C: -3.1440 -0.4297 -4.5559
Te: -1.5920 -0.5717 -2.9311
N: -0.0177 -1.3802 -1.5959
C: 0.9553 -2.2576 -1.5570
O: 1.5749 -2.4382 -0.4534
C: 1.4410 -3.0931 -2.7192
C: 2.4918 -3.9744 -2.4649
C: 3.0190 -4.7612 -3.4759
C: 2.4977 -4.6889 -4.7590
C: 1.4558 -3.8143 -5.0252
C: 0.9399 -3.0178 -4.0143
C: -3.0766 -1.4861 -1.7088
C: -4.1103 -0.6347 -1.3211
C: -5.1467 -1.0753 -0.5173
C: -5.1568 -2.3932 -0.0869
C: -4.1425 -3.2470 -0.4828
C: -3.0862 -2.8215 -1.2900
C: -2.0366 -3.8243 -1.6734
C: -3.6360 -1.5492 -5.2302
C: -3.1643 -2.9397 -4.8903
C: -4.5965 -1.3894 -6.2225
H: -6.3825 1.0685 -7.7861
H: -7.0116 -0.5374 -7.4009
H: -5.7396 -0.3600 -8.6053
H: -4.8937 1.9641 -6.1959
H: -3.5224 2.9874 -4.6946
H: -1.9675 2.1858 -4.4486
H: -3.2044 2.0979 -3.2012
H: 2.8904 -4.0140 -1.4612
H: 3.8417 -5.4302 -3.2579
H: 2.9095 -5.3025 -5.5500
H: 1.0421 -3.7416 -6.0231
H: 0.1525 -2.3179 -4.2449
H: -4.1090 0.3902 -1.6753
H: -5.9443 -0.3989 -0.2380
H: -5.9595 -2.7612 0.5399
H: -4.1596 -4.2838 -0.1666
H: -2.4515 -4.8322 -1.6929
H: -1.2182 -3.8105 -0.9514
H: -1.6112 -3.6031 -2.6507
H: -2.1106 -2.9346 -4.6104
H: -3.2936 -3.6140 -5.7365
H: -3.7357 -3.3361 -4.0466
H: -4.9823 -2.2654 -6.7343

***

(5)
C38H36F12I2NO26P as an isolated structure. Source: the OMol25 dataset; level of theory: ωB97M-V/def2-TZVPD.

Summary:
HOMO level: -9.30 eV

CARTESIAN COORDINATES (ANGSTROEM)
C: 2.1578 -3.4274 -1.0926
C: 2.3219 -1.9029 -0.5031
C: 0.9838 -1.3391 0.2579
C: -0.4243 -1.5588 -0.5500
C: -0.7390 -0.6091 -1.8905
C: 0.3247 0.5502 -2.4412
I: 0.6714 2.3872 -1.2375
C: 1.0648 0.4558 -3.7382
C: 0.8918 -0.8243 -4.7642
I: 2.4162 2.1269 -4.3272
C: -2.1389 -0.7429 -2.7826
C: -3.2789 -1.8180 -2.3012
C: -2.9298 -2.7356 -0.9594
C: -1.5589 -2.6906 -0.0702
C: -1.3694 -3.7081 1.1952
F: 0.0602 -4.1989 1.2357
F: -2.1954 -4.9362 1.1589
C: -1.5434 -2.8399 2.6142
F: -1.7292 -1.3646 2.3468
F: -0.2459 -2.9189 3.3845
F: -2.5761 -3.4065 3.5141
C: -4.3110 -3.5870 -0.8851
O: -4.8817 -4.3927 0.0048
N: -5.2333 -3.3810 -2.1034
C: -6.6671 -3.0775 -1.7312
P: -6.9019 -1.7162 -0.4156
O: -8.4404 -1.2346 -0.4664
O: -6.6828 -2.2897 1.2511
O: -5.9492 -0.2749 -0.6622
C: -4.7432 -2.2064 -2.9357
O: -5.2680 -1.5816 -3.9926
H: 3.0825 -3.5942 -1.8290
H: 1.1833 -3.5049 -1.7371
H: 2.2364 -4.2409 -0.2538
H: 2.6173 -1.1520 -1.3504
H: 3.2042 -1.9225 0.2986
H: 0.9510 -1.7987 1.3585
H: 1.1397 -0.1707 0.4281
H: 0.9902 -0.3747 -5.8633
H: 1.7372 -1.6288 -4.6173
H: -0.1624 -1.3423 -4.7124
H: -2.3489 -0.0941 -3.7496
H: -7.2393 -4.0498 -1.3401
H: -7.2651 -2.7339 -2.6977
H: -7.0543 -3.2223 1.3167
H: -5.4174 -0.1098 0.1709
C: -11.2538 -1.9688 1.1631
C: -12.1523 -0.9473 0.5540
O: -13.1056 -0.7032 1.5632
C: -12.4502 -0.9385 2.7345
O: -12.8504 -0.5747 3.8278
O: -11.2844 -1.6257 2.5340
F: -12.7933 -1.4505 -0.5246
H: -11.6269 -2.9906 1.0363
H: -10.2356 -1.9156 0.7683
H: -11.6510 -0.0109 0.2868
C: 6.2985 -4.7127 -0.6303
C: 7.4277 -4.1268 -1.4071
O: 6.7864 -3.4732 -2.4787
C: 5.5659 -3.1104 -1.9934
O: 4.8337 -2.2922 -2.5247
O: 5.2650 -3.7700 -0.8332
F: 8.2199 -5.0982 -1.9135
H: 5.9808 -5.6878 -1.0147
H: 6.5334 -4.8143 0.4326
H: 8.0327 -3.4068 -0.8458
C: 6.0757 3.3167 -2.5604
C: 6.9871 2.1445 -2.4296
O: 6.6238 1.5814 -1.1896
C: 5.3060 1.8903 -1.0324
O: 4.5684 1.3512 -0.2243
O: 4.9091 2.8735 -1.8968
F: 8.2770 2.5425 -2.3550
H: 6.4609 4.2109 -2.0590
H: 5.8632 3.5638 -3.6041
H: 6.8728 1.3965 -3.2214
C: 1.3587 2.9006 3.3768
C: 2.0024 4.0018 4.1480
O: 2.4942 4.8623 3.1457
C: 1.6502 4.6947 2.0892
O: 1.5807 5.4588 1.1409
O: 0.8847 3.5692 2.2252
F: 3.0513 3.5395 4.8647
H: 2.0683 2.1217 3.0779
H: 0.5363 2.4339 3.9256
H: 1.3172 4.5518 4.8019
C: -2.2511 -7.3259 -0.9131
C: -1.2269 -8.3645 -1.2195
O: -1.6500 -8.8894 -2.4574
C: -2.2996 -7.8628 -3.0744
O: -2.5677 -7.8391 -4.2642
O: -2.6075 -6.8581 -2.1985
F: -1.2580 -9.3577 -0.3028
H: -3.1371 -7.7376 -0.4182
H: -1.8506 -6.5155 -0.2982
H: -0.2074 -7.9756 -1.3137
C: 5.6844 7.0569 3.6137
C: 6.2509 6.0206 2.7044
O: 7.6371 6.0887 2.9502
C: 7.7479 6.5028 4.2436
O: 8.7702 6.4192 4.9038
O: 6.5707 7.0167 4.7141
F: 6.0315 6.3430 1.4099
H: 5.6975 8.0596 3.1736
H: 4.6625 6.8237 3.9247
H: 5.8913 5.0051 2.9019
C: 0.1252 9.3097 1.7689
C: 1.1866 9.8551 0.8758
O: 2.3673 9.6888 1.6276
C: 2.1357 8.6016 2.4157
O: 3.0083 7.9827 3.0017
O: 0.8059 8.2839 2.4633
F: 1.0024 11.1767 0.6590
H: -0.2459 10.0492 2.4864
H: -0.7235 8.9077 1.2089
H: 1.2821 9.3299 -0.0805